# 1
{"formula": "C5H9N2", "method": "the ωB97M-V functional and the def2-TZVPD basis", "total_energy_ha": -304.9528, "relative_energy_ev": 7.545, "charge": 1, "lumo_ha": [-0.2105, -0.2105], "symbols": ["N", "N", "C", "C", "C", "C", "C", "H", "H", "H", "H", "H", "H", "H", "H", "H"], "positions_angstrom": [[-1.76955, -0.03241, 0.27897], [0.62840, 0.52690, -0.08617], [3.14732, 0.03298, -0.20535], [-0.55683, 0.49400, 0.74241], [-1.68267, 1.29645, 0.14497], [1.77249, 0.21276, 0.36581], [-2.37135, -1.29647, -0.11461], [-2.16704, 2.17618, -0.18301], [-0.23591, 0.60130, 1.85728], [3.31956, 0.59614, -1.11883], [0.38753, 0.98212, -1.03343], [3.23785, -1.04676, -0.48958], [-2.54567, -2.02719, 0.70399], [-3.39259, -1.10825, -0.64702], [-1.59449, -1.71950, -0.73573], [3.82298, 0.31174, 0.52030]], "nbo_charge": [-0.1930, -0.5890, -0.7109, 0.1218, 0.2393, 0.1859, -0.4429, 0.2800, 0.2682, 0.2059, 0.3131, 0.2731, 0.2743, 0.2662, 0.2557, 0.2523]}

***

# 2
{"formula": "C36H33BCl2MoN10O2S", "method": "the ωB97M-V functional and the def2-TZVPD basis", "total_energy_ha": -3501.2752, "relative_energy_ev": 0.697, "charge": 1, "s_squared": 3.79, "multiplicity": 4, "lumo_ha": [-0.1044, -0.1931], "symbols": ["Mo", "Cl", "Cl", "S", "O", "O", "N", "N", "N", "N", "N", "N", "N", "N", "N", "N", "C", "C", "C", "C", "C", "C", "C", "C", "C", "C", "C", "C", "C", "C", "C", "C", "C", "C", "C", "C", "C", "C", "C", "C", "C", "C", "C", "C", "C", "C", "C", "C", "C", "C", "C", "C", "B", "H", "H", "H", "H", "H", "H", "H", "H", "H", "H", "H", "H", "H", "H", "H", "H", "H", "H", "H", "H", "H", "H", "H", "H", "H", "H", "H", "H", "H", "H", "H", "H", "H"], "positions_angstrom": [[-0.11375, 0.11323, -0.20840], [2.39301, 3.11102, -4.79159], [3.03416, -1.60444, -2.13568], [1.38396, 1.14575, -2.59725], [1.18870, -1.25576, 0.29988], [-1.21617, 0.93237, -1.66556], [-1.38129, 1.62224, 2.23863], [0.96007, 0.89552, 2.49737], [-1.26475, 1.78092, 0.88493], [0.15878, -0.50373, 5.00322], [1.27661, 1.11148, 1.19666], [-0.49119, 0.56615, 4.45783], [-1.02164, -0.80689, 2.42362], [-1.40226, -0.89811, 1.12044], [-0.56098, -1.41088, -1.67579], [-1.22263, -1.01384, -2.84105], [-2.21309, 0.93453, -3.83782], [-0.25247, -2.66727, -1.66652], [-3.03955, -2.23011, -0.22815], [3.03286, 1.63760, 2.46158], [4.32376, 1.34704, -5.27644], [-3.08867, 0.23526, -4.66524], [1.82913, -4.61631, 1.41590], [1.83815, -3.23741, 1.37390], [-2.42939, -2.50337, 2.26083], [3.21809, 1.63167, -4.50376], [-2.29658, 2.47905, 2.70748], [-2.07417, 2.79090, 0.53935], [1.14909, -5.37391, 0.45620], [2.00347, 1.21595, 3.27191], [0.11763, -0.34541, 6.31519], [-3.45654, 2.23314, -5.94663], [4.61352, -0.74018, -4.09315], [-1.52998, 0.23263, -2.73652], [3.50971, -0.45321, -3.32065], [0.74017, -1.35318, 7.22214], [3.29271, 1.86859, -0.08076], [1.13225, -2.57863, 0.36218], [-2.57115, 2.92454, -5.13300], [0.47136, -4.73056, -0.55364], [-2.27373, -1.91163, 1.00911], [5.01757, 0.16277, -5.06912], [-2.75307, 3.25157, 1.66884], [-1.95171, 2.27900, -4.07515], [-0.91889, 1.38869, 5.44469], [-3.71410, 0.88864, -5.71291], [2.76119, 0.74639, -3.48602], [2.54031, 1.54756, 1.16093], [-2.19142, 3.40254, -0.81133], [-1.63690, -1.77256, 3.11814], [-0.55599, 0.84328, 6.64899], [0.43978, -3.32737, -0.60057], [-0.48656, 0.57326, 2.94387], [2.76232, 2.58958, -0.70417], [-2.57406, 2.49310, 3.74211], [-4.08248, -2.39038, 0.04706], [5.14959, -1.66373, -3.93429], [-1.21110, 3.56410, -1.25575], [2.36662, -5.12163, 2.20704], [-0.73630, 1.25034, 7.62690], [-3.00438, -1.42204, -0.95415], [2.36838, -2.64744, 2.10847], [4.63574, 2.04962, -6.03495], [1.93598, 1.12389, 4.34067], [-1.24812, 2.80948, -3.44932], [-2.68477, 4.36689, -0.70496], [0.61436, -1.06750, 8.26456], [-2.77361, 2.79110, -1.49541], [-3.27778, -0.81274, -4.47985], [-1.49000, -1.84746, 4.17932], [-2.68372, -3.14493, -0.70264], [3.48744, 0.96832, -0.66290], [-1.40433, 2.32537, 5.25301], [0.28755, -2.33412, 7.08297], [-0.04891, -5.29379, -1.31700], [-3.46751, 4.05210, 1.70769], [-4.40354, 0.34991, -6.34841], [1.80651, -1.44861, 7.02178], [1.16526, -6.45243, 0.50495], [-2.36073, 3.96780, -5.32293], [4.25066, 2.30938, 0.19008], [5.88187, -0.06272, -5.67711], [4.00812, 1.97230, 2.76082], [-3.94401, 2.74112, -6.76688], [-0.56784, -3.24899, -2.52904], [-3.07460, -3.32446, 2.51122]], "mulliken_charge": [-1.1074, -0.1650, -0.1657, 0.3829, 0.1291, -0.1432, 0.2788, 1.3577, 0.2688, -1.2077, -0.1624, 0.6271, 1.1769, 0.2924, 1.6392, -1.2321, 0.0137, -1.7237, -1.5022, -1.8516, -0.7385, -0.3625, -0.6195, -0.7102, -1.6615, 0.2195, 0.0108, 0.6786, -0.8617, -0.0282, 0.7813, -0.4261, -0.8265, 0.3465, 0.5222, -1.2789, -1.3517, 0.1354, -1.0328, -0.8083, 0.8263, -0.3341, -1.7882, 0.0631, -0.1241, -0.8003, -0.0068, 0.5621, -1.2291, -0.2195, -1.3380, 1.7866, 1.0610, 0.2684, 0.5472, 0.4922, 0.4831, 0.1995, 0.4581, 0.4673, 0.1372, 0.5365, 0.4639, 0.5143, 0.4751, 0.4507, 0.3734, 0.1284, 0.4440, 0.6935, 0.2485, 0.1089, 0.5183, 0.2892, 0.4826, 0.5087, 0.4028, 0.2858, 0.4368, 0.4245, 0.4611, 0.3981, 0.4904, 0.4207, 0.4839, 0.5546]}